This record from the OMol25 dataset describes a 8-piece molecular cluster, C26H67O7 overall. The level of theory is ωB97M-V/def2-TZVPD.

**E_HOMO**: -1.7823 eV
**Total charge**: -1
**Kohn-Sham gap**: 4.01 eV

```
100
Properties=species:S:1:pos:R:3:forces:R:3:lowdin_charge:R:1
H -3.394344 6.304265 2.254778 -0.015 -0.014 0.046 0.077
H 5.401754 -0.721776 4.407530 0.007 -0.004 -0.008 0.071
H -2.509471 4.192654 3.475169 -0.023 0.023 0.015 0.082
C -1.433783 9.676202 -0.561520 0.076 -0.025 0.032 -0.063
H -0.831208 -8.785230 -1.150903 0.001 -0.005 -0.008 0.077
H -5.576340 -0.608626 0.389352 0.009 0.020 -0.011 0.137
H 0.384684 -6.894774 -2.273346 0.008 0.018 0.006 0.139
C -3.651123 9.467959 0.616883 -0.045 -0.055 0.069 -0.065
H 0.649894 -9.180379 -0.265295 -0.009 -0.025 -0.023 0.079
C -5.787909 -1.398389 -0.334346 0.071 -0.172 0.020 -0.505
H -0.267427 -2.178240 0.369186 0.238 0.156 0.071 0.043
H -4.195633 8.927079 1.391163 0.002 -0.015 -0.016 0.071
H 2.633810 -7.821160 -0.870965 -0.015 -0.006 0.026 0.087
H 2.993134 -0.808461 -3.221168 0.000 0.009 -0.004 0.075
H 1.896821 -8.234203 -3.702516 -0.008 0.009 0.004 0.077
C -3.271889 3.610415 2.949406 0.016 -0.061 -0.027 -0.059
H 6.792433 -0.071578 0.918706 0.009 -0.017 0.102 0.078
H 4.129665 -1.860506 -4.088958 0.009 0.013 0.001 0.073
C 0.936989 -7.728671 -1.835957 -0.017 -0.084 0.064 -0.510
C 5.729086 -1.343988 2.360887 -0.196 0.066 -0.156 -0.499
C 0.151855 1.504956 -0.434364 0.315 -0.120 -0.021 -0.262
H 5.367320 0.212398 -5.009065 -0.005 -0.006 -0.001 0.071
C 0.085262 -3.657508 1.571034 0.107 0.159 -0.114 -0.501
H -0.535691 -0.157151 0.702793 0.168 0.136 0.017 0.059
C 5.921841 -0.728174 0.984668 -0.084 -0.080 0.054 -0.070
H 5.033091 -0.145938 0.731939 0.055 0.012 -0.072 0.061
H -1.528447 9.989427 2.016838 0.011 0.006 0.013 0.083
H -0.549507 -4.375849 2.100503 -0.029 0.005 0.028 0.124
H -4.181547 9.349340 -0.329146 0.009 0.001 -0.005 0.080
C -4.135413 5.663152 1.766752 0.014 0.078 -0.097 -0.071
H -5.099126 -3.010758 0.943359 -0.005 0.000 -0.001 0.080
O 4.594595 -2.217382 2.330919 0.202 0.246 0.174 -0.065
H 3.850539 -1.691888 1.999779 -0.081 -0.165 -0.101 0.068
H -1.373066 10.744797 -0.333273 -0.034 0.007 -0.020 0.078
H -0.418525 9.284315 -0.617040 -0.009 -0.012 -0.003 0.081
C -1.810327 -0.022440 -1.029270 0.018 -0.271 0.043 -0.098
H -3.657101 10.530092 0.880482 0.025 0.012 -0.043 0.079
H 1.079641 0.177217 -1.882053 -0.078 0.111 -0.039 0.075
H 1.523000 -3.352138 3.191534 -0.039 -0.118 -0.042 0.071
C -0.967140 0.623719 0.078631 -0.692 0.161 0.150 -0.281
H 1.710408 -5.057545 1.227834 0.007 -0.012 0.012 0.076
C 0.092798 -8.369634 -0.745124 0.000 0.051 0.046 -0.062
C -4.892886 -2.592579 -0.043314 0.062 0.056 -0.036 -0.051
H 6.576381 -1.980904 2.630173 -0.019 -0.052 -0.039 0.128
C 1.351197 0.685985 -0.946703 0.376 -0.141 0.391 -0.387
H 1.891595 -9.542074 -2.513508 -0.028 -0.019 0.008 0.077
O -5.464759 -0.820412 -1.595723 -0.130 0.152 -0.036 -0.057
H 4.006307 0.817042 -1.701784 -0.120 -0.228 0.191 0.061
H -1.904873 9.562379 -1.538701 -0.009 0.001 0.003 0.080
H -2.242380 7.884856 0.295879 0.021 -0.016 0.038 0.129
H 0.408025 -9.145359 -3.393037 -0.007 -0.002 0.006 0.075
H -1.372493 0.129396 -2.019173 0.020 0.045 0.013 0.065
C 1.040123 -4.411161 0.656973 0.001 -0.035 -0.044 -0.063
O -2.437033 4.252610 0.771239 -0.084 0.077 -0.145 -0.049
H 0.494335 2.148794 0.385025 0.068 -0.022 -0.017 0.096
H -1.873408 -1.102954 -0.875696 -0.053 0.003 -0.098 0.044
H 0.141504 -2.242096 3.204393 -0.070 -0.051 0.002 0.073
O 4.865565 0.372347 -1.677778 0.245 0.271 -0.253 -0.072
C -2.223916 8.953452 0.517393 -0.064 0.128 -0.051 -0.507
H 4.683555 0.345140 3.194492 0.019 0.011 -0.028 0.081
H 3.908611 -2.015715 -2.331672 -0.001 0.003 0.004 0.076
H -4.315616 3.638554 1.075427 0.015 -0.010 -0.025 0.138
H -2.835022 0.353475 -1.054257 0.028 0.063 -0.054 0.053
C 3.962339 -1.309827 -3.159509 0.020 -0.048 -0.003 -0.059
H -1.744756 4.766925 1.200978 0.036 -0.063 0.034 0.088
H 6.432108 0.381857 3.473788 0.013 0.002 -0.013 0.071
H -1.625317 1.217807 0.724032 -0.011 0.018 -0.045 0.081
H -4.356418 6.093748 0.788575 -0.020 -0.013 0.004 0.074
H -5.047159 5.674865 2.367109 0.007 -0.016 0.012 0.077
H 1.411070 -2.028897 2.007299 -0.107 -0.048 -0.094 0.035
H -2.883860 2.602592 2.803605 -0.005 0.004 -0.010 0.076
H 4.231572 1.267338 -4.153273 -0.015 -0.025 -0.010 0.080
C 1.862458 -0.377746 0.040045 0.042 -0.079 -0.313 -0.212
H -4.159140 3.559154 3.583620 -0.001 0.008 -0.003 0.076
H 5.968350 1.429944 -3.866050 0.001 -0.011 0.006 0.072
C 0.837012 -2.782195 2.558417 0.160 0.135 0.272 -0.078
C -3.586502 4.253343 1.607183 0.081 0.027 0.165 -0.505
H 2.629711 -0.959477 -0.498655 -0.015 -0.086 0.080 -0.040
H -0.216685 2.170938 -1.226277 -0.047 0.025 0.059 0.097
H 0.489464 -5.028452 -0.054859 -0.022 -0.010 0.011 0.057
H -7.499869 -2.520354 -1.018480 0.009 -0.028 0.023 0.076
H 2.130142 1.441718 -1.210819 -0.123 0.071 -0.249 0.063
H -5.611295 -1.481608 -2.280183 0.058 -0.055 0.029 0.084
C 5.064673 -0.289363 -2.916320 -0.208 -0.003 0.008 -0.502
H -5.060750 -3.377607 -0.787802 -0.031 -0.017 0.017 0.081
H -7.883188 -0.883312 -0.471935 0.008 0.003 0.005 0.073
H 2.433575 0.136613 0.842386 -0.105 0.026 0.100 -0.021
C 5.169096 0.712616 -4.058378 0.044 0.040 0.001 -0.069
C 5.556934 -0.269835 3.426333 -0.059 -0.068 0.089 -0.070
C 1.300753 -8.720803 -2.930536 0.046 0.036 -0.027 -0.069
H -7.531184 -2.155430 0.712389 0.009 -0.007 0.001 0.075
O 2.103222 -7.131241 -1.283364 0.048 0.012 -0.097 -0.051
H 6.012414 -1.507955 0.228781 0.021 -0.003 -0.009 0.079
C -7.265046 -1.758590 -0.268809 -0.021 0.065 -0.033 -0.072
H -0.159449 -7.634261 0.018560 0.004 0.009 -0.015 0.073
H 1.648171 -3.702119 0.090380 -0.007 0.049 0.056 0.077
H 6.021478 -0.808064 -2.805568 0.010 0.002 0.003 0.132
H -3.842002 -2.307188 -0.084445 -0.008 -0.006 0.027 0.068
O -0.813368 -2.858027 0.805672 -0.080 -0.124 -0.084 -0.092
O -1.566967 9.056515 1.780647 0.002 -0.087 -0.010 -0.055
```
Forces are in eV/Å.